Record 1
{
  "formula": "C32H24B3Cl2F12O10V",
  "method": "ωB97M-V/def2-TZVPD",
  "species": ["H", "C", "O", "F", "V", "Cl", "C", "C", "H", "C", "C", "F", "H", "C", "F", "C", "H", "C", "O", "O", "C", "H", "C", "H", "F", "H", "B", "F", "B", "F", "C", "B", "H", "H", "H", "H", "H", "O", "C", "H", "Cl", "F", "C", "F", "H", "C", "C", "H", "H", "H", "C", "F", "C", "H", "C", "C", "C", "C", "C", "F", "H", "C", "H", "H", "H", "C", "H", "C", "O", "O", "O", "F", "O", "C", "C", "O", "H", "C", "F", "O", "C", "C", "C", "C"],
  "xyz": [[5.547, 2.835, -1.249], [-0.299, 5.716, -3.420], [-2.290, -0.638, 0.312], [1.712, 1.539, 1.567], [-1.252, -0.300, 2.087], [2.038, 3.704, -2.196], [1.569, -1.864, -4.137], [0.556, -3.343, -0.505], [3.709, -4.557, -1.184], [-5.143, -1.643, -1.616], [0.709, 0.458, -3.581], [0.497, 0.897, -0.371], [2.465, -2.362, -4.529], [0.453, 6.305, -2.534], [-4.190, 1.913, 1.469], [-0.485, -0.096, -3.368], [2.476, -2.395, -0.473], [-4.225, -0.814, -1.096], [2.799, 0.067, -4.574], [3.737, 1.046, 7.074], [2.656, -4.430, -0.904], [-0.048, -6.653, -1.380], [2.053, -3.374, -0.567], [-1.253, -4.498, -0.847], [-1.893, 1.648, 1.693], [0.822, 1.468, -3.209], [1.379, 0.575, 0.615], [-1.365, -3.279, 5.112], [-1.182, -3.737, 3.867], [0.572, -0.469, 1.573], [2.837, -0.284, 5.351], [-3.284, 1.471, 2.302], [0.041, 2.598, 5.123], [1.719, -1.124, 3.704], [0.067, -3.474, -3.872], [-4.373, 0.281, -1.172], [-1.174, 0.547, -2.856], [-2.005, -1.944, -3.349], [1.871, 1.994, 6.140], [-0.782, 4.989, 0.531], [4.385, 1.077, -2.203], [2.387, -0.182, 0.135], [1.958, -5.768, -1.080], [-0.009, -4.153, 3.521], [-0.232, 5.812, -4.536], [-1.592, 5.076, -2.899], [2.869, 0.887, 6.251], [-4.434, -4.529, 0.138], [1.327, 6.816, -2.812], [3.722, 4.406, -0.800], [-0.152, -4.651, -0.761], [-3.245, 0.041, 2.604], [3.473, 3.402, -1.097], [-2.560, -3.069, 0.954], [-0.785, 5.227, -0.535], [4.635, 2.763, -1.799], [-0.845, -1.529, -3.529], [0.880, 1.916, 5.263], [-3.372, -2.732, 0.300], [-3.224, 2.226, 3.391], [2.242, 2.806, 6.812], [-3.174, -1.347, -0.155], [3.120, 2.736, -0.272], [-5.884, -1.214, -2.225], [-2.633, 4.283, -1.092], [1.776, -0.409, -4.114], [3.572, -1.058, 5.528], [1.823, -0.348, 4.429], [-5.781, -3.883, -1.998], [1.089, 6.475, -0.236], [-0.122, -2.369, -0.469], [-1.150, -1.942, 2.859], [2.603, -6.797, -1.323], [-4.363, -3.508, -0.180], [0.303, 6.014, -1.066], [-2.562, 4.786, -3.614], [4.778, 3.318, -2.714], [-1.727, 4.788, -1.393], [-2.244, -4.207, 3.146], [-0.307, 0.663, 3.819], [-5.174, -3.071, -1.333], [0.471, -5.789, -1.024], [0.347, -2.447, -3.834], [0.770, 0.709, 4.414]],
  "s_squared": 2.006,
  "lumo_energy_ev": [-2.64, -2.73],
  "max_force_ev_per_a": 6.0,
  "e_tot_ev": -139432.9706,
  "homo_energy_ev": [-10.1, -10.1],
  "homo_lumo_gap_ev": [7.449, 7.368],
  "spin_multiplicity": 3,
  "total_charge": 0
}



Record 2
{
  "formula": "C40H80O30",
  "method": "ωB97M-V/def2-TZVPD",
  "species": ["C", "O", "H", "C", "H", "C", "O", "O", "H", "O", "H", "H", "C", "H", "O", "O", "H", "C", "H", "H", "C", "C", "H", "C", "H", "H", "H", "H", "H", "H", "H", "H", "H", "H", "H", "C", "C", "C", "C", "C", "C", "H", "H", "O", "C", "H", "H", "H", "H", "H", "H", "C", "H", "H", "C", "O", "O", "C", "H", "H", "H", "H", "O", "H", "H", "H", "H", "C", "H", "O", "H", "H", "H", "H", "H", "C", "H", "H", "H", "C", "C", "O", "H", "H", "H", "C", "C", "C", "C", "C", "H", "C", "C", "H", "O", "H", "H", "H", "H", "H", "O", "C", "H", "H", "O", "O", "O", "C", "H", "O", "O", "O", "H", "H", "O", "O", "C", "O", "H", "H", "O", "C", "O", "C", "H", "C", "C", "H", "H", "H", "H", "H", "C", "H", "C", "H", "O", "H", "H", "O", "O", "O", "C", "O", "H", "C", "H", "H", "H", "H"],
  "xyz": [[-1.449, -5.003, -0.381], [1.617, -4.151, 5.613], [5.775, 1.850, 4.141], [5.925, 2.180, 1.371], [-2.272, 3.800, -7.257], [2.211, 8.572, 4.819], [4.485, 1.317, -3.198], [-0.452, -4.274, 0.092], [-3.136, -4.911, -3.148], [5.169, 2.643, 2.358], [-4.395, 1.274, 5.698], [-0.397, 0.554, -4.071], [2.068, -2.896, 5.511], [-1.966, 0.589, 3.114], [0.913, 5.478, 3.721], [3.034, 0.147, -1.944], [2.077, -1.109, 2.834], [1.498, -4.714, 6.914], [-5.888, 3.238, -3.919], [-5.319, 4.673, -3.094], [-1.630, 4.667, -7.146], [3.871, 0.163, -0.803], [0.936, 3.422, 3.364], [4.915, 1.775, 3.469], [-2.736, -2.998, 2.949], [-1.854, -6.120, -2.798], [-2.417, -1.499, -5.085], [-0.181, -3.304, 2.555], [-1.479, 1.917, 2.078], [2.664, 1.620, -5.369], [-3.283, -6.071, -1.805], [-2.937, 3.980, -3.750], [-0.440, -5.652, 6.721], [-0.225, 0.936, 2.410], [-5.506, -0.443, -0.286], [-0.239, 4.408, -6.593], [2.234, -1.199, 3.913], [-1.627, 0.147, 0.974], [1.376, 6.355, 4.638], [-4.464, 0.273, 6.128], [2.061, 9.836, 4.021], [0.935, -6.646, 6.181], [1.111, -4.018, 7.661], [-4.301, -2.628, 4.790], [0.838, -2.501, -2.002], [0.604, -4.816, 3.188], [7.784, 2.464, -0.614], [0.477, -5.896, 1.097], [4.265, 1.141, -0.532], [1.465, -4.501, 0.802], [-2.115, 5.433, -6.534], [-2.703, -2.387, -4.515], [1.801, -2.973, -1.806], [1.501, 10.656, 4.468], [2.052, -5.777, -4.181], [-1.121, -3.958, -6.238], [1.923, -2.529, 4.247], [3.583, 2.229, 4.055], [-4.413, 0.344, 7.214], [3.354, -0.206, 0.082], [3.027, 10.240, 3.718], [1.810, 8.540, 5.828], [-0.220, 2.593, -3.664], [0.272, 1.015, -2.446], [4.908, 0.709, 3.237], [-3.468, -3.051, -4.910], [3.444, 1.882, 5.081], [-2.597, -5.441, -2.372], [-4.016, 4.284, -5.217], [-4.347, 0.986, -1.348], [2.516, -4.982, 7.211], [2.676, -4.876, -4.122], [3.483, 3.308, 4.144], [1.936, -6.087, -3.144], [2.717, -6.482, -4.686], [3.028, 0.588, -5.375], [3.289, -0.918, 3.948], [-3.091, -2.720, 1.266], [6.915, 3.835, -1.319], [6.814, 2.957, -0.685], [2.266, -0.154, -6.462], [2.861, 0.012, -4.087], [-6.491, 0.267, 5.628], [-1.413, 1.146, -2.766], [-0.484, 4.003, 4.125], [-5.031, 3.668, -3.398], [-0.432, 1.255, -3.240], [3.583, 0.522, -3.098], [0.452, -4.804, 1.059], [-0.527, -1.081, -0.706], [-1.523, 5.163, -8.114], [-5.062, 1.589, -2.300], [-3.557, -2.900, 2.233], [-3.957, -3.914, 2.183], [2.466, -2.218, 6.421], [1.206, 0.014, -6.236], [0.407, 5.272, -6.757], [4.696, -0.536, -0.955], [2.545, 0.226, -7.436], [-4.973, -0.946, -1.879], [-0.413, -0.332, 0.378], [-4.684, -1.836, 3.964], [-2.342, -0.667, 1.064], [0.904, -2.073, -3.007], [-1.865, -4.553, -1.543], [-5.804, 1.078, -3.077], [-1.888, -5.963, 0.193], [-0.895, -3.854, -5.060], [1.625, -0.420, 4.368], [-5.488, -0.818, 4.211], [-1.565, -1.416, -1.204], [0.079, -4.490, -4.391], [2.302, -1.227, -6.256], [-6.034, -1.316, 6.110], [-1.512, -3.080, -4.189], [1.625, 6.056, 5.783], [-1.308, 0.855, 2.296], [0.697, -1.441, -1.076], [0.304, 3.704, -7.237], [0.700, -6.473, 7.855], [-0.145, 4.068, -5.219], [-4.701, -0.341, -1.014], [6.180, 3.181, 0.543], [0.598, 4.162, 4.085], [-3.645, 2.686, -4.667], [-0.054, -4.373, 2.437], [-3.827, 3.704, -4.316], [1.529, 9.627, 3.091], [1.208, -5.218, -6.056], [0.967, 3.913, 5.080], [6.185, 2.297, -1.296], [2.833, 1.784, 3.401], [0.847, -5.463, -5.059], [4.094, 0.667, -5.598], [-0.708, 2.900, -4.860], [-3.817, -0.807, -0.581], [6.199, 1.023, 1.162], [-0.936, -5.004, 2.570], [0.074, -3.269, -2.018], [-1.395, 2.185, -5.538], [-4.744, 2.881, -2.243], [1.595, 7.489, 4.031], [0.597, -5.916, 6.924], [-4.382, -1.845, 2.682], [0.344, -6.430, -5.171], [-5.661, -0.441, 5.576], [3.240, 8.215, 4.859], [-3.518, -0.210, 5.862], [-3.077, -1.940, -3.592], [-2.023, 0.873, 0.263]],
  "lumo_energy_ev": 0.47,
  "max_force_ev_per_a": 2.5,
  "e_tot_ev": -104201.8216,
  "homo_energy_ev": -10.7,
  "homo_lumo_gap_ev": 11.123,
  "total_charge": 0
}



Record 3
{
  "formula": "C30H25N6O12ReS",
  "method": "ωB97M-V/def2-TZVPD",
  "species": ["C", "C", "C", "C", "H", "C", "C", "C", "H", "H", "N", "C", "C", "N", "C", "O", "H", "C", "C", "H", "H", "N", "N", "H", "H", "O", "C", "C", "O", "H", "O", "C", "C", "C", "H", "C", "C", "H", "C", "N", "O", "H", "H", "H", "Re", "O", "C", "H", "O", "O", "H", "C", "C", "H", "H", "C", "O", "O", "H", "H", "O", "C", "C", "S", "H", "C", "C", "N", "H", "H", "H", "O", "C", "C", "H"],
  "xyz": [[4.247, -2.991, 0.064], [-3.777, 0.981, -0.315], [2.004, -2.316, -0.641], [-0.479, 3.120, 0.262], [5.140, -2.832, 0.654], [-0.264, 4.504, 0.209], [0.326, -3.508, 3.109], [-3.872, 1.857, -1.396], [1.119, -0.995, 5.191], [0.715, 0.650, -2.389], [1.471, 0.551, -1.702], [0.807, -1.511, 4.291], [2.195, 1.814, -1.650], [5.315, -5.015, -0.828], [0.422, 0.640, 3.060], [-0.225, -4.706, 0.747], [3.305, 5.505, -1.661], [0.759, -2.898, 4.267], [1.468, 2.754, -0.923], [0.221, -4.582, 3.054], [-6.436, 4.839, 0.609], [3.305, -0.981, 1.019], [0.102, -1.406, 1.980], [-3.081, -0.525, -2.645], [-4.882, 3.565, -2.176], [0.193, 1.144, 1.944], [2.998, 4.468, -1.637], [-6.660, 4.138, -0.197], [-1.291, 0.257, -0.737], [-3.237, 1.742, -2.265], [2.472, -0.021, 0.982], [-5.641, 3.040, -0.236], [0.469, -0.825, 3.143], [-4.591, 1.127, 0.807], [-7.654, 3.731, -0.005], [-4.795, 2.882, -1.341], [3.054, -4.320, -1.564], [-1.001, 5.165, 0.644], [-5.521, 2.151, 0.833], [0.384, 2.266, -0.259], [0.268, -4.683, -2.283], [0.646, 1.023, 4.926], [3.022, -5.185, -2.215], [-6.693, 4.691, -1.132], [0.495, 0.099, 0.195], [0.885, -1.606, -0.593], [3.165, -2.107, 0.123], [-2.436, -2.060, -1.953], [-1.370, -2.913, 0.026], [4.233, -0.922, 1.761], [-4.145, -1.597, -1.693], [1.802, 4.111, -0.960], [-3.126, -1.231, -1.819], [4.653, 3.795, -2.783], [-1.348, 2.707, 0.757], [4.168, -4.072, -0.770], [0.548, 1.443, 4.057], [0.500, -2.671, -3.037], [-4.512, 0.437, 1.637], [1.083, 6.063, -0.354], [5.188, -5.956, -1.570], [2.014, -3.425, -1.498], [-0.622, -3.445, 0.795], [-2.691, -0.389, -0.313], [-6.174, 2.258, 1.690], [0.886, 4.998, -0.352], [3.746, 3.514, -2.268], [0.827, -3.614, -2.353], [1.027, -3.480, 5.139], [-0.616, -5.150, -0.028], [2.039, -0.218, -2.051], [6.262, -4.745, -0.131], [3.325, 2.159, -2.321], [-0.011, -2.739, 1.991], [3.880, 1.447, -2.920]],
  "s_squared": 0.754,
  "lumo_energy_ev": [-10.01, -10.23],
  "max_force_ev_per_a": 0.5,
  "e_tot_ev": -77959.6049,
  "homo_energy_ev": [-16.5, -16.5],
  "homo_lumo_gap_ev": [6.490, 6.274],
  "spin_multiplicity": 2,
  "total_charge": 3
}



Record 4
{
  "formula": "C3H11NO",
  "method": "ωB97M-V/def2-TZVPD",
  "species": ["H", "C", "H", "H", "O", "H", "C", "H", "H", "C", "H", "H", "H", "H", "H", "N"],
  "xyz": [[1.584, 0.853, 0.263], [-0.901, -0.921, 0.897], [-0.150, 0.451, -3.366], [1.613, -0.384, 1.637], [0.056, -1.005, -0.075], [2.542, -0.744, 0.089], [2.033, -0.024, 0.713], [0.379, -0.380, -2.226], [-1.756, -1.566, 0.635], [-1.477, 0.566, 1.079], [-0.903, 1.230, 0.436], [0.597, 1.235, -2.169], [-1.383, 0.736, 2.147], [-2.540, 0.676, 0.872], [-0.382, -1.148, 1.843], [0.687, 0.424, -2.776]],
  "lumo_energy_ev": -1.67,
  "max_force_ev_per_a": 5.2,
  "e_tot_ev": -6822.2843,
  "homo_energy_ev": -9.1,
  "homo_lumo_gap_ev": 7.430,
  "total_charge": 0
}